Entry 1:
Formula: C18H27Cl2N3O3P2Yb
Source: the Open Molecules 2025 dataset
Level of theory: the ωB97M-V functional and the def2-TZVPD basis

Calculated values
E_HOMO (spin up / spin down): -11.14 / -11.14 eV
2S+1: 2
Frontier orbital gap (spin up / spin down): 8.2 / 8.2 eV
ΔE to the lowest compared entry with this formula, charge and spin: 0.0000 eV
E_LUMO (spin up / spin down): -2.92 / -2.93 eV
F_max: 0.0456 hartree/bohr
Net charge: +1
Energy: -3853.7098 Eh

Element x y z (Å)
Yb  0.579  0.359  0.891
C  -3.236  2.779  -2.571
N  -3.566  2.636  -1.150
C  -4.544  1.553  -1.004
N  -4.118  0.273  -1.583
C  -3.767  0.496  -2.992
N  -2.762  1.544  -3.207
C  -1.447  1.141  -2.691
P  -1.530  0.820  -0.883
C  -2.362  2.375  -0.353
C  -2.986  -0.298  -0.842
H  -2.479  3.556  -2.686
H  -4.137  3.098  -3.094
H  -5.462  1.854  -1.510
H  -4.766  1.413  0.055
H  -4.675  0.792  -3.517
H  -3.409  -0.439  -3.426
H  -0.708  1.918  -2.887
H  -1.101  0.244  -3.208
H  -1.658  3.202  -0.447
H  -2.612  2.297  0.706
H  -3.269  -0.478  0.197
H  -2.715  -1.265  -1.271
C  -1.956  -0.162  3.565
C  -0.982  -0.006  2.491
O  -0.121  -0.948  2.298
H  -1.995  -1.158  4.007
H  -2.939  0.173  3.226
H  -1.676  0.576  4.329
C  2.536  -1.504  -2.139
P  1.586  -1.763  -0.625
C  0.907  -3.437  -0.743
C  2.837  -1.896  0.688
C  2.525  -2.560  1.877
C  3.446  -2.630  2.914
C  4.693  -2.037  2.775
C  5.015  -1.370  1.601
C  4.094  -1.295  0.567
H  2.961  -0.502  -2.158
H  1.862  -1.598  -2.991
H  3.333  -2.242  -2.224
H  1.718  -4.163  -0.807
H  0.280  -3.513  -1.633
H  0.284  -3.670  0.119
H  1.558  -3.029  2.012
H  3.185  -3.158  3.822
H  5.417  -2.095  3.579
H  5.987  -0.907  1.489
H  4.361  -0.760  -0.334
Cl  4.633  2.495  1.324
C  2.965  2.523  1.787
Cl  2.516  1.095  2.896
C  1.954  2.266  0.675
O  2.236  1.397  -0.199
O  0.761  2.592  0.932
H  2.747  3.419  2.353

Mulliken atomic charge list, values in e, 8 entries: number 1, Yb, carries 0.20; number 2, C, carries -0.88; number 3, N, carries 0.11; number 4, C, carries -0.88; number 5, N, carries 0.09; number 6, C, carries -0.95; number 7, N, carries 0.09; number 8, C, carries -1.09



Entry 2:
Formula: C18H27ClGdN
Source: the Open Molecules 2025 dataset
Level of theory: the ωB97M-V functional and the def2-TZVPD basis

Calculated values
E_HOMO (spin up / spin down): -14.94 / -14.98 eV
2S+1: 8
Frontier orbital gap (spin up / spin down): 5.8 / 8.1 eV
ΔE to the lowest compared entry with this formula, charge and spin: 0.0000 eV
E_LUMO (spin up / spin down): -9.18 / -6.91 eV
F_max: 0.0465 hartree/bohr
Net charge: +2
Energy: -1982.0896 Eh

Element x y z (Å)
C  1.585  2.079  -0.771
H  2.507  2.667  -0.753
H  1.717  1.354  -1.592
H  1.645  1.545  0.271
C  0.375  2.999  -0.983
H  -0.507  2.436  -1.375
H  0.046  3.435  -0.027
C  0.655  4.139  -1.984
H  -0.227  4.777  -2.119
H  1.478  4.772  -1.634
H  0.929  3.744  -2.968
C  -0.869  -1.996  -0.124
C  -1.530  -1.191  -1.113
C  -0.554  -0.824  -2.106
C  0.710  -1.376  -1.709
C  0.514  -2.100  -0.484
C  1.509  -2.985  0.171
C  1.940  -1.356  -2.544
C  -0.790  -0.079  -3.371
C  -2.967  -0.811  -1.106
C  -1.519  -2.673  1.030
Gd  0.031  0.362  -0.003
H  2.816  -1.681  -1.969
H  1.834  -2.032  -3.411
H  2.145  -0.351  -2.942
H  2.530  -2.714  -0.123
H  1.445  -2.926  1.266
H  1.346  -4.041  -0.106
H  -2.392  -2.110  1.384
H  -1.861  -3.682  0.749
H  -0.828  -2.783  1.875
H  -3.150  0.086  -1.712
H  -3.581  -1.627  -1.521
H  -3.333  -0.612  -0.087
H  0.021  0.637  -3.580
H  -0.831  -0.777  -4.223
H  -1.735  0.479  -3.341
Cl  -1.325  2.989  4.838
C  -0.648  1.541  4.215
C  -0.169  0.549  5.071
C  0.402  -0.604  4.527
C  0.516  -0.720  3.153
N  0.053  0.250  2.326
C  -0.554  1.374  2.831
H  -0.237  0.702  6.143
H  0.771  -1.414  5.154
H  0.999  -1.573  2.665
H  -0.910  2.122  2.111

Mulliken atomic charge list, values in e, 8 entries: number 1, C, carries -0.37; number 2, H, carries 0.63; number 3, H, carries 0.11; number 4, H, carries 0.17; number 5, C, carries -0.05; number 6, H, carries 0.30; number 7, H, carries 0.24; number 8, C, carries -1.49



Entry 3:
Formula: C18H27ClNO4OsP2
Source: the Open Molecules 2025 dataset
Level of theory: the ωB97M-V functional and the def2-TZVPD basis

Calculated values
E_HOMO (spin up / spin down): -18.11 / -18.10 eV
2S+1: 5
Frontier orbital gap (spin up / spin down): 8.5 / 4.4 eV
ΔE to the lowest compared entry with this formula, charge and spin: 0.0000 eV
E_LUMO (spin up / spin down): -9.56 / -13.74 eV
F_max: 0.0946 hartree/bohr
Net charge: +3
Energy: -2290.3441 Eh

Element x y z (Å)
Os  -0.392  0.189  -0.122
P  -0.642  1.624  1.527
C  -2.419  2.039  1.352
C  -2.746  2.084  -0.124
N  -1.957  1.365  -0.963
C  -2.279  1.252  -2.278
C  -3.375  1.944  -2.799
C  -4.219  2.641  -1.946
C  -3.904  2.696  -0.599
C  -1.474  0.284  -3.114
P  -0.587  -0.887  -1.993
H  -4.541  3.205  0.122
H  -3.590  1.853  -3.864
H  -5.114  3.134  -2.330
H  -2.136  -0.294  -3.779
H  -0.717  0.807  -3.723
H  -2.966  1.206  1.849
H  -2.614  3.004  1.841
H  -2.825  -3.328  1.821
O  -3.344  -2.501  1.810
H  -4.121  -2.676  2.371
H  -0.144  -4.454  0.481
O  -1.078  -4.707  0.340
H  -1.060  -5.647  0.076
C  -1.719  -2.258  -1.746
H  -2.092  -2.625  -2.707
H  -1.217  -3.057  -1.186
H  -2.545  -1.890  -1.121
C  0.931  -1.385  -2.815
H  1.390  -2.160  -2.186
H  0.755  -1.780  -3.822
H  1.607  -0.520  -2.863
C  0.253  3.180  1.249
H  -0.157  3.987  1.871
H  1.313  2.996  1.475
H  0.154  3.432  0.185
C  -0.308  1.054  3.207
H  0.758  0.783  3.258
H  -0.534  1.814  3.967
H  -0.913  0.153  3.385
Cl  7.662  -1.190  2.102
C  6.070  -0.830  1.580
C  5.812  0.364  0.888
C  4.524  0.639  0.437
C  3.512  -0.289  0.684
C  3.741  -1.468  1.394
C  5.034  -1.743  1.829
C  2.136  -0.002  0.238
O  1.821  0.845  -0.651
O  1.197  -0.708  0.795
H  6.612  1.072  0.707
H  4.301  1.568  -0.084
H  2.919  -2.152  1.608
H  5.227  -2.662  2.366

Mulliken atomic charge list, values in e, 8 entries: number 1, Os, carries 1.01; number 2, P, carries 0.23; number 3, C, carries -1.03; number 4, C, carries 0.74; number 5, N, carries -0.06; number 6, C, carries 0.58; number 7, C, carries -0.89; number 8, C, carries -0.46



Entry 4:
Formula: C18H27KO6
Source: the Open Molecules 2025 dataset
Level of theory: the ωB97M-V functional and the def2-TZVPD basis

Calculated values
E_HOMO: -7.59 eV
2S+1: 1
Frontier orbital gap: 7.2 eV
E_LUMO: -0.37 eV
F_max: 0.0250 hartree/bohr
Energy: -1753.4498 Eh

Element x y z (Å)
K  -0.044  -0.388  -0.684
C  -0.840  1.963  1.164
C  -2.172  1.341  0.770
O  -2.231  -0.072  0.545
C  -1.959  -0.884  1.701
C  -1.434  -2.275  1.373
O  -0.112  -2.394  0.837
C  0.954  -2.046  1.743
C  2.237  -1.584  1.060
O  2.239  -0.329  0.371
C  2.094  0.831  1.211
C  1.497  2.043  0.507
O  0.126  2.002  0.096
H  -0.434  1.453  2.043
H  -1.047  2.998  1.458
H  -2.560  1.791  -0.146
H  -2.865  1.591  1.583
H  -2.900  -1.009  2.250
H  -1.265  -0.375  2.377
H  -2.082  -2.785  0.657
H  -1.477  -2.836  2.315
H  1.208  -2.946  2.313
H  0.630  -1.286  2.460
H  2.583  -2.313  0.324
H  2.980  -1.542  1.864
H  3.098  1.129  1.536
H  1.521  0.593  2.111
H  2.055  2.289  -0.398
H  1.623  2.874  1.211
C  -5.352  2.109  6.203
C  -3.965  1.630  5.858
C  -2.944  2.528  5.574
C  -1.656  2.094  5.270
C  -0.568  3.086  4.946
C  -1.385  0.728  5.258
C  -2.390  -0.191  5.563
C  -2.073  -1.663  5.606
C  -3.670  0.271  5.847
C  -0.004  0.232  4.860
O  0.738  -0.246  5.714
O  0.234  0.362  3.613
H  -5.441  3.187  6.070
H  -5.598  1.880  7.241
H  -6.105  1.629  5.576
H  -3.152  3.593  5.597
H  -0.845  4.090  5.266
H  -0.371  3.110  3.872
H  0.366  2.807  5.436
H  -1.737  -2.022  4.630
H  -2.942  -2.248  5.904
H  -1.257  -1.852  6.304
H  -4.451  -0.444  6.086

Mulliken atomic charge list, values in e, 8 entries: number 1, K, carries 1.04; number 2, C, carries 0.69; number 3, C, carries -0.90; number 4, O, carries -0.47; number 5, C, carries 0.74; number 6, C, carries -0.85; number 7, O, carries -0.46; number 8, C, carries 0.82